Entry 1:
# C46H85BrF4N2O13S

A 4-piece molecular cluster, C46H85BrF4N2O13S overall in a non-equilibrium geometry (wB97M-V/def2-TZVPD, OMol25).

Properties
Total charge = 0
Largest force on an atom = 13.61 eV/Å
SMILES = CCCCCCCC[C@]1(Cc2ccc(C)cc2)[C@@](N)(CCF)[C@@H](C[C@@H](C)Br)[C@](F)(S(=O)(=O)F)[N@@+]1(C(=O)[O-])[C@H](C)F.COCCOCCOC.COCCOCCOC.COCCOCCOC
Orbital gap = 6.370 eV
E = -170394.6265 eV

CARTESIAN COORDINATES (ANGSTROEM)
C: 5.480 -3.408 -1.785
C: 4.573 -2.427 -2.741
C: 2.951 -2.829 -2.694
C: 2.154 -1.370 -2.636
C: 0.575 -1.699 -2.929
C: -0.270 -0.327 -2.481
C: -1.664 -0.714 -1.637
C: -1.708 0.069 -0.205
C: -2.490 -0.678 1.072
C: -3.670 -1.584 0.420
C: -4.723 -1.021 -0.653
C: -4.929 0.453 -1.302
C: -6.060 0.864 -2.459
C: -7.102 -0.315 -3.023
C: -8.204 0.035 -4.203
C: -6.913 -1.803 -2.363
C: -5.795 -2.179 -1.228
C: -3.189 0.402 2.178
N: -3.194 1.834 1.723
C: -4.764 0.235 2.581
C: -5.454 1.622 3.231
F: -6.139 2.454 2.217
C: -2.293 0.515 3.565
C: -2.890 0.211 5.041
C: -2.107 1.139 6.198
C: -2.894 2.536 6.542
Br: -2.115 0.029 7.909
C: -0.991 -0.382 3.001
F: -0.465 -0.805 4.354
S: 0.284 0.883 2.614
O: -0.172 2.122 1.777
O: 1.608 0.426 1.956
F: 0.810 1.568 4.142
N: -1.526 -1.441 2.030
C: -0.262 -2.077 1.501
O: 0.004 -2.530 0.269
O: 0.894 -2.463 2.390
C: -2.063 -2.672 2.770
C: -2.185 -4.076 1.962
F: -3.330 -2.473 3.500
H: 6.167 -4.077 -2.475
H: 4.750 -4.040 -1.100
H: 6.159 -2.723 -1.111
H: 4.920 -2.389 -3.858
H: 4.663 -1.330 -2.308
H: 2.728 -3.470 -1.717
H: 2.639 -3.450 -3.665
H: 2.581 -0.609 -3.418
H: 2.223 -0.994 -1.514
H: 0.351 -1.894 -4.068
H: 0.226 -2.649 -2.340
H: -0.574 0.178 -3.520
H: 0.395 0.461 -1.930
H: -2.534 -0.406 -2.395
H: -1.674 -1.878 -1.598
H: -2.111 1.130 -0.469
H: -0.547 0.240 0.020
H: -4.351 -2.148 1.227
H: -3.133 -2.503 -0.127
H: -4.202 1.302 -0.982
H: -6.084 1.971 -2.849
H: -9.163 -0.633 -4.126
H: -8.412 1.187 -4.290
H: -7.676 -0.272 -5.229
H: -7.619 -2.681 -2.755
H: -5.743 -3.310 -0.859
H: -3.004 2.551 2.427
H: -3.896 2.073 1.008
H: -4.990 -0.578 3.413
H: -5.512 0.008 1.715
H: -6.286 1.290 4.018
H: -4.658 2.227 3.883
H: -1.707 1.533 3.785
H: -4.016 0.444 5.234
H: -2.748 -0.909 5.433
H: -0.977 1.310 5.953
H: -2.324 3.443 6.033
H: -2.774 2.721 7.715
H: -4.022 2.487 6.212
H: -1.310 -3.002 3.644
H: -1.498 -4.954 2.394
H: -3.297 -4.484 2.124
H: -2.012 -4.077 0.818
C: -4.771 -1.862 -6.207
O: -5.083 -0.847 -7.148
C: -4.096 0.182 -7.200
C: -3.886 0.665 -8.638
O: -3.182 -0.266 -9.472
C: -3.901 -1.447 -9.857
C: -5.068 -1.183 -10.813
O: -6.175 -0.622 -10.108
C: -6.938 0.272 -10.895
H: -4.864 -1.474 -5.188
H: -5.480 -2.685 -6.344
H: -3.761 -2.254 -6.375
H: -3.136 -0.168 -6.793
H: -4.460 1.013 -6.586
H: -3.252 1.558 -8.601
H: -4.821 0.978 -9.105
H: -4.215 -2.016 -8.980
H: -3.171 -2.071 -10.383
H: -5.405 -2.128 -11.254
H: -4.734 -0.513 -11.612
H: -6.299 1.024 -11.370
H: -7.642 0.792 -10.242
H: -7.502 -0.278 -11.657
C: 7.974 4.511 3.669
O: 6.717 3.854 3.625
C: 6.032 3.885 4.876
C: 4.526 4.073 4.670
O: 4.152 5.394 4.257
C: 4.494 5.763 2.913
C: 3.710 5.001 1.839
O: 4.210 3.671 1.704
C: 3.210 2.737 1.346
H: 8.681 3.935 4.273
H: 8.355 4.588 2.646
H: 7.870 5.526 4.068
H: 6.413 4.693 5.517
H: 6.215 2.924 5.371
H: 4.036 3.921 5.638
H: 4.108 3.320 3.999
H: 5.571 5.698 2.752
H: 4.234 6.823 2.829
H: 3.833 5.498 0.871
H: 2.648 4.994 2.106
H: 2.344 2.810 2.014
H: 3.627 1.732 1.445
H: 2.899 2.892 0.307
C: 4.951 -2.961 1.899
O: 5.917 -1.948 2.129
C: 5.334 -0.664 2.345
C: 6.104 0.113 3.417
O: 5.904 -0.374 4.751
C: 6.515 -1.634 5.068
C: 8.046 -1.591 5.111
O: 8.582 -1.555 3.788
C: 9.792 -0.828 3.701
H: 4.475 -2.815 0.924
H: 5.461 -3.929 1.908
H: 4.196 -2.969 2.694
H: 4.281 -0.753 2.651
H: 5.382 -0.120 1.395
H: 5.723 1.140 3.422
H: 7.168 0.187 3.182
H: 6.148 -2.422 4.408
H: 6.158 -1.883 6.073
H: 8.426 -2.498 5.594
H: 8.365 -0.716 5.686
H: 9.691 0.163 4.157
H: 10.036 -0.690 2.645
H: 10.605 -1.383 4.183

Entry 2:
# C46H88O18

A 12-piece molecular cluster, C46H88O18 overall in a non-equilibrium geometry (wB97M-V/def2-TZVPD, OMol25).

Properties
Total charge = 0
Largest force on an atom = 4.54 eV/Å
SMILES = COC(=O)OC.COC(=O)OC.O=C1CCCO1.O=C1CCCO1.C1CCOC1.C1CCOC1.C1CCOC1.C1CCOC1.C1CCOC1.C1CCOC1.C1CCOC1.C1CCOC1
Orbital gap = 9.465 eV
E = -85978.3772 eV

CARTESIAN COORDINATES (ANGSTROEM)
C: -0.068 1.273 -2.590
O: -1.075 0.730 -1.767
C: -0.795 -0.065 -0.734
O: -1.634 -0.691 -0.022
O: 0.490 0.053 -0.357
C: 1.082 -0.732 0.691
H: 0.304 0.549 -3.315
H: 0.783 1.646 -2.021
H: -0.581 2.074 -3.123
H: 1.462 -1.693 0.344
H: 0.362 -0.825 1.503
H: 1.829 -0.048 1.095
C: -4.415 -1.216 4.565
O: -3.247 -0.542 3.930
C: -3.381 0.636 3.408
O: -4.324 1.437 3.461
O: -2.212 0.879 2.826
C: -2.051 2.040 2.062
H: -5.287 -1.248 3.912
H: -4.599 -0.690 5.502
H: -4.121 -2.194 4.948
H: -1.015 2.256 1.806
H: -2.566 2.899 2.492
H: -2.534 1.800 1.115
O: 4.086 -0.348 2.222
C: 4.057 -0.788 3.330
C: 3.657 -2.203 3.651
C: 3.408 -2.095 5.149
C: 4.191 -0.837 5.616
O: 4.539 -0.164 4.409
H: 2.801 -2.535 3.064
H: 4.503 -2.880 3.536
H: 2.330 -1.985 5.267
H: 3.700 -2.957 5.749
H: 3.497 -0.248 6.216
H: 5.072 -1.141 6.181
O: 3.578 5.845 1.928
C: 2.642 5.417 1.246
C: 2.722 4.188 0.360
C: 1.326 4.065 -0.148
C: 0.690 5.403 0.106
O: 1.431 5.989 1.151
H: 3.517 4.385 -0.360
H: 3.018 3.323 0.955
H: 1.236 3.841 -1.211
H: 0.825 3.304 0.450
H: 0.745 6.035 -0.781
H: -0.372 5.342 0.345
C: 5.959 -4.347 -0.379
C: 4.861 -3.386 -0.371
C: 3.613 -4.184 -0.242
O: 4.045 -5.400 0.416
C: 5.498 -5.355 0.626
H: 6.966 -4.003 -0.142
H: 6.132 -4.676 -1.404
H: 4.838 -2.792 -1.285
H: 5.018 -2.727 0.482
H: 3.267 -4.473 -1.235
H: 2.841 -3.653 0.315
H: 5.925 -6.332 0.400
H: 5.669 -4.991 1.639
C: 1.867 2.557 3.198
C: 2.794 3.321 4.110
C: 2.569 2.838 5.552
O: 1.329 2.143 5.449
C: 1.221 1.575 4.133
H: 2.433 2.010 2.444
H: 1.083 3.185 2.775
H: 2.383 4.330 4.140
H: 3.818 3.310 3.739
H: 2.505 3.607 6.322
H: 3.314 2.088 5.815
H: 0.172 1.417 3.883
H: 1.758 0.629 4.203
C: 1.635 1.617 -7.135
C: 0.479 2.259 -6.469
C: -0.677 1.233 -6.494
O: -0.078 -0.010 -6.890
C: 1.054 0.336 -7.726
H: 2.348 1.305 -6.372
H: 2.011 2.214 -7.966
H: 0.157 3.170 -6.975
H: 0.761 2.579 -5.466
H: -1.448 1.585 -7.180
H: -1.166 1.072 -5.533
H: 0.716 0.396 -8.761
H: 1.717 -0.528 -7.756
C: -1.925 -3.661 3.067
C: -0.992 -4.773 3.416
C: 0.365 -4.118 3.490
O: 0.217 -2.794 2.974
C: -1.027 -2.676 2.365
H: -2.352 -3.224 3.970
H: -2.835 -3.929 2.530
H: -0.983 -5.462 2.571
H: -1.136 -5.306 4.356
H: 1.083 -4.655 2.870
H: 0.769 -4.069 4.501
H: -0.930 -2.941 1.312
H: -1.394 -1.650 2.376
C: -4.846 3.070 -1.473
C: -3.479 3.439 -2.055
C: -2.630 3.837 -0.873
O: -3.473 4.034 0.247
C: -4.839 3.747 -0.076
H: -4.979 1.991 -1.399
H: -5.607 3.341 -2.204
H: -3.614 4.309 -2.697
H: -3.029 2.710 -2.728
H: -2.164 4.793 -1.113
H: -1.872 3.085 -0.654
H: -5.274 4.740 -0.193
H: -5.386 3.234 0.715
C: -5.297 -1.032 0.466
C: -4.431 -2.323 0.655
C: -5.407 -3.480 0.328
O: -6.665 -2.770 0.041
C: -6.499 -1.409 -0.358
H: -4.734 -0.216 0.011
H: -5.650 -0.713 1.447
H: -4.107 -2.304 1.696
H: -3.604 -2.295 -0.054
H: -5.546 -4.078 1.229
H: -5.153 -4.165 -0.480
H: -7.375 -0.788 -0.169
H: -6.346 -1.284 -1.430
C: -3.577 -2.863 -4.515
C: -2.592 -1.779 -4.255
C: -3.473 -0.668 -3.801
O: -4.478 -1.319 -3.000
C: -4.426 -2.745 -3.298
H: -3.075 -3.831 -4.513
H: -4.066 -2.622 -5.459
H: -2.076 -1.459 -5.160
H: -1.888 -2.081 -3.480
H: -4.055 -0.392 -4.680
H: -2.979 0.165 -3.300
H: -5.414 -3.129 -3.549
H: -3.897 -3.215 -2.469
C: 3.977 1.050 -1.143
C: 4.427 2.007 -2.272
C: 3.354 1.748 -3.395
O: 2.914 0.375 -3.093
C: 3.679 -0.173 -1.999
H: 3.190 1.485 -0.528
H: 4.865 0.780 -0.571
H: 5.406 1.718 -2.654
H: 4.458 3.073 -2.049
H: 3.794 1.763 -4.393
H: 2.475 2.389 -3.320
H: 4.525 -0.775 -2.331
H: 3.089 -0.924 -1.473

> The highest E belongs to which entry?

C46H88O18

> Which of these has the lowest orbital gap?

C46H85BrF4N2O13S